1.
DFT (the ωB97M-V functional and the def2-TZVPD basis) results for a molecular structure, C42H50ClFGeN7NaO10Se2.

Summary:
- charge = -2
- frontier orbital gap (eV) = 5.288
- highest occupied orbital energy (eV) = -1.8396
- relative energy (zero: lowest compared OMol25 entry of this formula, charge and spin) (kcal/mol) = 0.0

XYZ file:
```
115
C42H50ClFGeN7NaO10Se2 | the Open Molecules 2025 dataset | the ωB97M-V functional and the def2-TZVPD basis
Se 0.6825 -3.9527 0.7203
Se -0.9674 3.5054 -0.3338
Ge 0.4133 -6.1907 3.1483
Cl -1.7465 -2.5344 3.9151
Na -0.8848 -1.0436 1.4123
F 5.2234 1.1252 -3.5401
O 0.2220 0.3995 -6.6728
O 5.5111 0.6106 1.7922
O 1.1537 -0.8116 0.7613
O -1.2975 -3.2304 5.0863
O -0.8567 -1.4302 3.6381
O -3.0806 -2.0454 4.1191
O -1.7252 -3.4276 2.7816
O 7.6841 0.9267 -2.1802
O -2.4419 5.6400 -2.4097
O 2.8069 -1.2978 -0.6804
N -1.0168 -0.3693 -1.8980
N -3.3348 1.0139 -1.3692
N 4.2220 0.9092 -0.0828
N 6.5307 0.8074 -0.2234
N -4.7155 -0.7041 1.4345
N -3.0275 -1.9493 0.3529
N -2.7272 0.3959 2.0457
C -2.7046 -2.8696 -0.5526
C -1.4964 0.4485 -2.8371
C 0.0011 -5.6921 1.2759
C 3.0200 4.2659 -1.3333
C 4.9655 5.4399 -0.2342
C -4.9686 -3.2472 -1.1488
C -4.3121 3.1967 -1.3786
C 6.6073 0.9196 -1.6066
C 4.1833 0.9864 -1.4478
C -1.2587 -6.5471 4.1231
C 3.5300 4.9838 -0.2608
C -0.8505 0.6080 -4.0636
C -2.6142 1.3487 -2.4413
C 2.2492 -0.6125 0.1968
C 1.3370 4.8608 0.7855
C -5.3193 -2.2917 -0.2235
C 1.4419 -7.8851 3.0842
C -2.7816 2.5746 -3.0826
C -3.5466 4.9587 -2.9897
C -4.0341 0.2533 2.1697
C 2.6659 5.2688 0.7898
C -3.6239 -3.5504 -1.3289
C -4.3049 -1.6523 0.5136
C -2.7985 2.2336 3.5793
C 2.5346 -4.4442 0.4003
C 1.5083 -4.8497 4.0644
C 5.4061 0.7559 0.5882
C 1.2186 3.0277 -2.5462
C -2.1304 1.3616 2.7417
C 1.1032 0.1470 -5.5793
C 0.7992 -0.9466 -3.3451
C 1.6981 3.8310 -1.3712
C -4.1682 1.9154 -0.8744
C 0.0907 -1.0510 -2.1565
C 0.4593 5.1875 1.9584
C 0.3174 -0.0932 -4.3219
C 5.2981 1.0176 -2.1976
C -3.5976 3.5357 -2.5166
C -4.1717 2.0776 3.7104
C 2.9533 0.7190 0.6163
C 0.8259 4.1294 -0.3058
C -4.8047 1.0789 3.0042
H -1.0565 1.4414 2.6133
H 0.4657 -1.6875 -1.3663
H 0.3758 3.5237 -3.0350
H 3.0927 -4.4798 1.3346
H -4.4835 5.4692 -2.7333
H -4.7445 2.7305 4.3577
H 3.2000 1.0418 -1.8885
H 5.0448 6.5283 -0.3155
H 1.7389 -0.7197 -5.7851
H -2.2591 3.0111 4.1010
H -1.0702 -6.6169 5.1955
H -3.4204 5.0060 -4.0758
H -4.7259 1.6221 0.0090
H 3.1398 0.7287 1.6846
H -5.8744 0.9251 3.0869
H 5.4587 5.1461 0.6958
H -6.3565 -2.0175 -0.0684
H -1.0813 -5.6168 1.1701
H 1.7218 -1.5013 -3.4658
H 2.2837 1.5480 0.3721
H 7.4057 0.7064 0.2662
H 3.0396 5.8219 1.6486
H 0.8785 -8.6605 2.5607
H 3.6753 4.0241 -2.1666
H 2.0207 2.8770 -3.2758
H 1.7561 1.0126 -5.4141
H 1.1688 -3.8468 3.8109
H -1.6438 -3.0706 -0.6579
H -3.2938 -4.2860 -2.0490
H -4.9431 3.9202 -0.8765
H -2.1696 2.8518 -3.9294
H 2.9423 -3.6610 -0.2363
H 0.0912 4.2703 2.4245
H -2.0614 5.0989 -1.6905
H 1.4231 -4.9773 5.1443
H 2.5831 -5.4096 -0.1034
H -5.7338 -3.7465 -1.7308
H 2.5588 -4.9471 3.7823
H 5.5285 5.0040 -1.0614
H -1.7099 -7.4846 3.7883
H 0.8342 2.0571 -2.2176
H -0.4323 5.7268 1.6321
H -5.7103 -0.6777 1.5669
H 0.9998 5.7816 2.6997
H 2.3866 -7.7362 2.5570
H -1.2211 1.2865 -4.8179
H 0.3576 -6.4453 0.5701
H 0.7546 0.6563 -7.4293
H -1.9551 -5.7289 3.9528
H 1.6656 -8.2457 4.0904
```

2.
DFT (the ωB97M-V functional and the def2-TZVPD basis) results for a molecular structure, C42H50N5O3P2S2Y.

Summary:
- frontier orbital gap (eV) = 7.106
- highest occupied orbital energy (eV) = -7.0603
- relative energy (zero: lowest compared OMol25 entry of this formula, charge and spin) (kcal/mol) = 14.6

XYZ file:
```
105
C42H50N5O3P2S2Y | the Open Molecules 2025 dataset | the ωB97M-V functional and the def2-TZVPD basis
Y -0.4664 0.0564 0.2301
S 2.2470 -0.5221 -1.6861
S -2.5358 4.3439 1.0421
P 1.7046 1.9518 1.4030
P 2.0552 -1.2807 1.6115
O 2.3087 -0.5217 -4.5976
O -0.0795 -0.1406 2.5755
O -2.1027 0.2213 -1.3169
N -0.2991 -1.7778 -1.4569
N 4.2132 -0.0868 -3.4147
N 0.0517 2.2863 -1.2476
N 4.2897 1.0650 -1.3886
N -1.0752 -2.2937 1.1611
C 3.9574 -1.9652 -6.4640
C -1.9711 -0.0872 5.6604
C -1.5055 3.0559 0.3774
C 5.5850 -0.2652 -5.9682
C -2.6893 1.9627 1.9974
C 7.2174 0.1869 -1.2701
C 2.8388 -0.1360 2.8496
C 3.2043 1.1964 2.2126
C 5.4105 1.9261 -1.6821
C 4.3910 -0.9120 -5.6636
C -1.5049 -0.8238 -4.7553
C -2.9983 1.0373 -4.7072
C -2.4963 -2.0976 4.4898
C 0.0968 -3.0119 -0.8335
C -0.9186 -0.4993 3.4906
C -1.1207 0.2904 4.6533
C 4.7231 -2.3874 -7.5341
C -2.1018 0.1925 -2.5980
C -1.3723 -0.7801 -3.3598
C 1.7661 -2.6987 2.7584
C -0.7609 4.5386 -1.4620
C -1.6804 1.8452 1.0027
C -0.7066 3.3064 -0.7888
C -3.2113 3.2141 2.1374
C -2.2997 0.0657 -5.4309
C 2.5106 3.4051 0.5617
C -0.0617 4.7089 -2.6345
C 6.6525 1.5441 -0.8691
C 0.6976 2.4640 -2.3930
C -1.6582 -1.7250 3.4298
C 6.3388 -0.6794 -7.0517
C 3.6393 0.2047 -2.1932
C 1.0893 2.8556 2.8799
C -2.9078 1.0966 -3.3434
C -1.5762 -2.5958 2.2984
C -0.6409 -1.8039 -2.6956
C 3.6600 -1.9286 0.9006
C -2.6687 -1.2943 5.5900
C -1.0179 -3.3408 0.1677
C 0.6816 3.6402 -3.1220
C 5.9161 -1.7465 -7.8272
C 3.5096 -0.5022 -4.5363
H -1.9795 -3.6063 2.4680
H 4.3883 -3.2119 -8.1450
H 4.1831 -1.1304 0.3778
H 7.2572 -0.1658 -7.2946
H -0.4273 -2.7062 -3.2878
H -3.4513 1.8430 -2.7825
H 5.2210 -0.0517 -3.4823
H -3.0277 1.1353 2.6043
H -3.3354 -1.5888 6.3867
H 2.1077 0.0073 3.6450
H 3.9778 1.0346 1.4551
H 1.8199 4.2453 0.6116
H -1.3778 5.3297 -1.0600
H -3.0330 -3.0374 4.4162
H 2.6694 -2.9069 3.3324
H 2.6850 3.1859 -0.4909
H 0.9508 -2.4558 3.4341
H -3.6160 1.7546 -5.2321
H 3.6071 1.8857 2.9627
H -0.5988 1.2324 4.7229
H -0.8555 -4.3271 0.6272
H 1.4942 -3.5846 2.1856
H 1.2644 1.6166 -2.7576
H -3.9856 3.5390 2.8072
H 3.4475 3.6860 1.0433
H -1.9697 -3.3659 -0.3818
H 5.1267 2.9573 -1.4438
H -2.1068 0.5517 6.5235
H -0.9538 -1.5822 -5.2943
H 8.0975 -0.0432 -0.6754
H 3.7263 -0.6177 3.2753
H 5.9113 0.5907 -5.3926
H 6.5121 -2.0707 -8.6671
H 3.0167 -2.4387 -6.2270
H 1.8250 3.5911 3.2073
H 1.0395 -2.8730 -0.2877
H 6.4840 -0.6007 -1.1117
H 5.6330 1.8813 -2.7497
H 6.3905 1.5318 0.1906
H 4.3079 -2.3418 1.6742
H 0.1463 3.3454 2.6474
H 3.8103 1.2196 -0.5099
H 3.4420 -2.7005 0.1648
H 7.4104 2.3148 -1.0176
H -0.1061 5.6449 -3.1745
H 7.5141 0.1867 -2.3175
H -2.3939 0.0249 -6.5060
H 0.2132 -3.8386 -1.5534
H 0.9224 2.1218 3.6619
H 1.2276 3.7158 -4.0488
```

3.
DFT (the ωB97M-V functional and the def2-TZVPD basis) results for a molecular structure, C42H51As2AuO2S.

Summary:
- frontier orbital gap (eV) = 7.836
- highest occupied orbital energy (eV) = -7.2462
- relative energy (zero: lowest compared OMol25 entry of this formula, charge and spin) (kcal/mol) = 17.2

XYZ file:
```
99
C42H51As2AuO2S | the Open Molecules 2025 dataset | the ωB97M-V functional and the def2-TZVPD basis
Au 0.3889 0.1375 -0.2985
As -1.2237 0.3547 -1.9137
As -1.8405 -2.4893 0.4945
S 2.4979 2.8410 -2.1898
O 2.1249 2.9075 -3.6357
O 1.8212 0.4441 1.0485
C 1.4230 -0.2322 -5.0585
C 2.0850 -1.4954 4.7082
C -3.4633 3.7323 -0.9100
C -2.6831 -5.1667 1.2437
C -3.6049 -2.3320 2.9050
C 2.1910 -1.6106 2.2498
C -1.6723 -0.9532 4.3927
C -2.7521 -0.8643 -1.8277
C 0.5660 -0.2819 -6.1472
C 2.8209 2.7177 2.5571
C -3.0859 4.6864 -1.8371
C 1.9704 -0.1933 2.2061
C -2.1512 4.3747 -2.8024
C 4.6146 3.3669 -0.5960
C -3.4222 -6.8979 -0.2836
C 1.9231 0.5233 3.3893
C -3.3096 -6.0122 -1.3443
C 1.9648 -0.1212 4.6108
C -1.3960 -1.3622 3.0844
C 0.3337 2.3841 2.7241
C -2.3682 -2.0475 2.3315
C 2.1734 5.6511 -1.8742
C 1.8290 4.2525 -1.3542
C 3.4040 -2.1105 0.0572
C -3.0782 -6.5031 1.0090
C -2.9218 -1.2454 4.9304
C -0.5483 0.0795 -3.6552
C 4.2372 3.2725 -2.0627
C -0.8072 -0.1566 -5.9933
C 1.7066 2.0064 3.3112
C 2.0881 -3.9700 1.0840
C -3.8835 -1.9347 4.2030
C -1.5983 3.1022 -2.8299
C -3.1582 -1.3786 -0.4584
C -2.0174 2.1346 -1.9417
C -1.3891 0.0484 -4.7885
C -2.9479 -4.6837 -1.0818
C -2.9799 2.4708 -0.9847
C 2.1849 -2.2106 3.5079
C -2.6127 -4.2524 0.2060
C 2.2051 -2.4404 0.9447
C 0.8190 -0.0241 -3.8036
H -4.8732 -2.1431 4.6549
H -2.4867 0.1577 -4.5715
H 3.4557 -2.8187 -0.7975
H -2.9169 -4.0057 -1.9136
H -3.5202 -6.2683 -2.3756
H 1.3479 -2.0819 0.3544
H 2.9466 2.3392 1.5190
H -3.0844 -0.9530 5.9447
H -0.4045 1.7380 3.1293
H -3.5683 5.6537 -1.8837
H -4.1643 3.9716 -0.0796
H -3.1127 -7.1966 1.8563
H 1.8649 5.8066 -2.9307
H 1.4299 0.0945 -2.9116
H 4.1517 2.5322 -0.1011
H 2.0868 -4.4886 0.1025
H -0.4469 -1.1712 2.6951
H -1.3968 -0.2665 -6.8867
H -4.3159 -2.9477 2.3571
H 2.0595 -2.0246 5.6526
H 0.3765 2.3336 1.6106
H 0.9773 -0.4810 -7.1386
H 3.7978 2.5945 3.0509
H 1.8569 0.4656 5.5152
H -3.5343 -0.3192 -2.3081
H 3.3788 -1.1096 -0.3728
H 3.2547 5.8848 -1.7645
H 1.6210 6.3191 -1.1971
H 4.3561 4.2798 -0.1107
H -2.4407 -4.8647 2.2529
H -3.3454 -0.5340 0.2374
H 0.7455 4.0770 -1.3815
H 4.6903 2.3851 -2.5152
H 1.7123 2.3626 4.3333
H 2.9452 -4.3614 1.6516
H -3.7278 -7.9374 -0.4042
H 1.1640 -4.2425 1.5764
H -0.7741 2.9000 -3.5268
H 2.3395 -3.2809 3.5343
H 0.1374 3.4319 3.0226
H 2.0530 4.1279 -0.2879
H 4.3493 -2.2409 0.5762
H -3.2928 1.7592 -0.1984
H -2.5597 -1.6853 -2.4748
H -4.1058 -1.8960 -0.4829
H 2.4726 -0.3298 -5.1976
H -1.7981 5.0959 -3.5583
H -0.8998 -0.4086 4.9167
H 4.4046 4.1593 -2.6664
H 2.6291 3.8169 2.5042
H 5.7075 3.2523 -0.5373
```

4.
DFT (the ωB97M-V functional and the def2-TZVPD basis) results for a molecular structure, C42H51BrN3O5PRe.

Summary:
- charge = +2
- frontier orbital gap (spin up / spin down) (eV) = 5.726 / 5.925
- 2S+1 = 2
- highest occupied orbital energy (spin up / spin down) (eV) = -13.1752 / -13.1757

XYZ file:
```
104
C42H51BrN3O5PRe | the Open Molecules 2025 dataset | the ωB97M-V functional and the def2-TZVPD basis
Re 0.3864 0.1421 1.1161
Br -1.6709 -0.6317 2.3677
P 3.4638 0.4124 0.1177
O 0.7158 1.9418 1.6056
O 1.9170 0.3845 -0.1734
O -0.2839 -0.9232 -1.8792
O 0.5598 -3.0899 2.0435
O 0.6534 4.8202 -1.5245
N -0.8102 2.5386 -0.0881
N 0.2222 -1.6645 0.2555
N -1.0898 1.1905 0.1599
C -2.2934 0.7498 0.0208
C -6.1112 -1.0646 -3.0077
C 4.1694 -2.0843 3.8585
C -4.5543 -1.1692 -0.7123
C 0.0255 -6.0363 -1.3098
C -3.9774 -0.8043 -1.9376
C -2.7248 -0.4077 0.7490
C 0.3584 -2.9396 0.8643
C -0.2185 -5.3735 -2.5121
C 3.6684 2.6992 -1.6037
C -0.0680 -1.8393 -1.1261
C 6.1429 3.1850 -1.9188
C 4.0718 -1.1219 -0.6781
C -4.7599 -0.7513 -3.0777
C 5.5864 -1.3572 -0.8580
C 1.0865 6.9568 1.3736
C 5.2959 2.6271 0.3687
C 3.9507 2.1419 -0.1960
C 0.5095 2.8283 0.4916
C -6.6837 -1.4573 -1.8024
C 3.8587 -0.9661 -3.2278
C 5.3172 -1.3820 -3.3861
C 6.4561 2.4748 -0.6044
C -0.2720 -3.9843 -2.5736
C 2.5863 -0.7611 2.4407
C 0.2277 -5.3345 -0.1253
C 0.7655 4.7134 2.1515
C -5.9084 -1.5253 -0.6616
C -0.0648 -3.2964 -1.3944
C -3.7882 -1.1920 0.5190
C 0.9786 6.0523 2.4245
C 0.6557 4.2749 0.8341
C 3.6405 0.2239 1.9235
C 0.9671 6.5362 0.0605
C 2.8960 -1.2220 3.8650
C 6.1532 -0.9071 -2.2028
C 3.2796 -1.5261 -1.9370
C 0.7423 5.1946 -0.2137
C 4.8625 2.6519 -2.5548
C 0.1813 -3.9565 -0.1989
C 5.1405 -1.6779 2.7400
C 5.0478 -0.1840 2.4400
H -4.3136 -0.4849 -4.0261
H 0.4143 -5.8425 0.8112
H 5.8259 0.1176 1.7398
H 3.2642 -1.3229 -4.0701
H 5.3696 -2.4730 -3.4610
H 3.0252 -0.3398 4.4962
H 4.6147 3.2303 -3.4462
H 7.1746 -1.2823 -2.2840
H 0.1224 4.0209 -1.6267
H 3.3753 3.7445 -1.4645
H 3.7405 -1.8071 0.1152
H -2.9100 -0.6300 -2.0117
H 1.0647 6.3909 3.4473
H 3.8988 -3.1343 3.7449
H 1.0349 7.2312 -0.7654
H 6.9746 3.0786 -2.6163
H 5.7314 -0.9857 -4.3139
H 6.1627 -0.9162 -0.0439
H 6.0354 4.2567 -1.7231
H 5.5157 2.1613 1.3305
H 1.2569 8.0048 1.5803
H -3.0254 1.3326 -0.5339
H 2.0540 -1.7881 4.2613
H 4.6573 -1.9906 4.8288
H 0.6988 3.9933 2.9566
H 1.2398 2.5401 -0.2669
H -0.3708 -5.9539 -3.4120
H 6.2296 0.1788 -2.2334
H 3.3997 1.2170 2.3169
H -4.1149 -1.8717 1.2998
H 3.3203 -2.6199 -1.9821
H -0.4638 -3.4641 -3.5024
H 0.0567 -7.1174 -1.3010
H -7.7323 -1.7167 -1.7591
H 2.4753 -1.6410 1.8077
H 5.2424 0.3760 3.3572
H 6.1625 -1.9282 3.0228
H 5.0283 1.6314 -2.8975
H 7.3568 2.8934 -0.1537
H -1.5186 3.1076 0.3712
H -6.3486 -1.8347 0.2783
H 3.1892 2.5637 0.4756
H -6.7187 -1.0247 -3.9019
H 1.5638 -0.2766 2.5864
H 3.7710 0.1252 -3.2316
H 6.6649 1.4148 -0.7828
H 2.8037 2.2006 -2.0524
H 5.1611 3.6929 0.5789
H 2.2316 -1.2490 -1.8339
H 5.7296 -2.4384 -0.7705
H 4.9355 -2.2538 1.8336
```